Below is a cluster of 7 separate species, C39H87BN2O10 in total, with properties calculated with ωB97M-V with the def2-TZVPD basis set.

CARTESIAN COORDINATES (ANGSTROEM)
1 C 7.71 0.91 0.40
2 C 7.58 -0.25 1.39
3 C 6.12 -0.71 1.55
4 C 5.85 -2.12 1.02
5 C 4.54 -2.75 1.54
6 C 3.44 -2.95 0.48
7 C 2.12 -2.27 0.88
8 C 0.94 -2.61 -0.06
9 C -0.18 -3.37 0.65
10 C -1.57 -3.32 -0.01
11 C -1.40 -3.79 -1.49
12 C -1.18 -2.67 -2.51
13 C -2.45 -2.07 -3.16
14 N -3.65 -2.90 -2.96
15 O -2.11 -2.00 -0.08
16 C -2.08 -1.17 1.07
17 C -3.45 -0.49 1.16
18 C -3.69 0.32 2.44
19 C -3.48 -0.45 3.75
20 C -2.25 0.02 4.54
21 C -0.99 -0.10 0.94
22 O -0.90 0.28 -0.43
23 C -0.07 1.36 -0.63
24 C 1.28 1.17 -0.87
25 C 2.09 2.28 -1.05
26 C 1.56 3.55 -1.02
27 C 0.19 3.73 -0.83
28 C -0.62 2.63 -0.63
29 C -2.52 -4.34 0.72
30 N -2.19 -4.67 2.12
31 B -4.11 -4.06 0.69
32 O -4.74 -3.29 -0.25
33 O -4.89 -4.69 1.64
34 C -5.28 -3.95 2.79
35 H 8.75 1.23 0.31
36 H 7.33 0.61 -0.57
37 H 7.14 1.76 0.78
38 H 7.96 0.06 2.36
39 H 8.17 -1.09 1.02
40 H 5.83 -0.68 2.61
41 H 5.48 -0.02 1.00
42 H 6.70 -2.77 1.26
43 H 5.80 -2.06 -0.08
44 H 4.78 -3.72 1.99
45 H 4.15 -2.10 2.33
46 H 3.77 -2.50 -0.45
47 H 3.25 -4.01 0.32
48 H 2.30 -1.19 0.89
49 H 1.89 -2.56 1.91
50 H 1.34 -3.23 -0.86
51 H 0.56 -1.70 -0.49
52 H 0.10 -4.43 0.69
53 H -0.23 -3.05 1.70
54 H -2.23 -4.43 -1.80
55 H -0.51 -4.42 -1.50
56 H -0.60 -1.86 -2.07
57 H -0.56 -3.08 -3.33
58 H -2.59 -1.06 -2.75
59 H -2.30 -1.95 -4.23
60 H -4.14 -2.98 -3.85
61 H -4.29 -2.40 -2.35
62 H -1.93 -1.73 1.99
63 H -3.59 0.15 0.29
64 H -4.23 -1.26 1.10
65 H -4.72 0.69 2.41
66 H -3.07 1.22 2.46
67 H -4.35 -0.35 4.39
68 H -3.35 -1.52 3.56
69 H -1.83 -0.79 5.15
70 H -1.45 0.32 3.86
71 H -2.48 0.86 5.19
72 H -0.02 -0.47 1.29
73 H -1.24 0.78 1.54
74 H 1.71 0.18 -0.90
75 H 3.15 2.14 -1.21
76 H 2.20 4.42 -1.14
77 H -0.25 4.72 -0.81
78 H -1.69 2.69 -0.47
79 H -2.39 -5.28 0.16
80 H -2.05 -3.86 2.70
81 H -1.38 -5.27 2.19
82 H -5.61 -3.04 0.07
83 H -5.25 -4.62 3.65
84 H -6.30 -3.57 2.68
85 H -4.62 -3.10 2.97
86 C 2.99 8.78 -1.88
87 C 2.79 7.29 -1.72
88 O 4.03 6.58 -1.63
89 H 3.58 8.99 -2.77
90 H 2.03 9.30 -1.96
91 H 3.52 9.20 -1.01
92 H 2.27 6.88 -2.58
93 H 2.19 7.08 -0.83
94 H 4.50 6.91 -0.86
95 C 10.95 2.58 2.52
96 C 9.97 3.66 2.93
97 O 9.28 3.34 4.14
98 H 10.43 1.63 2.39
99 H 11.44 2.84 1.58
100 H 11.72 2.44 3.28
101 H 9.20 3.79 2.18
102 H 10.49 4.62 3.05
103 H 9.94 3.23 4.83
104 C -1.05 -0.68 -8.24
105 C -1.20 -1.67 -7.10
106 O -2.54 -1.73 -6.61
107 H -1.36 0.32 -7.92
108 H -0.01 -0.64 -8.58
109 H -1.67 -0.97 -9.09
110 H -0.59 -1.37 -6.25
111 H -0.88 -2.67 -7.41
112 H -3.11 -2.00 -7.33
113 C -1.25 2.35 9.00
114 C -1.64 3.32 7.90
115 O -2.37 2.68 6.86
116 H -0.65 1.53 8.59
117 H -0.66 2.85 9.77
118 H -2.13 1.92 9.47
119 H -0.75 3.73 7.42
120 H -2.22 4.14 8.31
121 H -3.17 2.31 7.24
122 C -7.77 -1.55 -3.71
123 C -8.05 -3.01 -4.05
124 O -6.86 -3.79 -4.09
125 H -7.09 -1.12 -4.44
126 H -8.69 -0.97 -3.70
127 H -7.31 -1.47 -2.73
128 H -8.50 -3.09 -5.03
129 H -8.75 -3.44 -3.32
130 H -6.44 -3.74 -3.23
131 C -3.75 2.42 -3.43
132 C -2.79 2.82 -4.54
133 O -1.90 3.85 -4.11
134 H -4.32 3.28 -3.10
135 H -4.44 1.64 -3.76
136 H -3.19 2.04 -2.57
137 H -3.33 3.22 -5.39
138 H -2.22 1.95 -4.88
139 H -1.42 3.50 -3.35

Properties
SMILES = CCCCCCCCC[C@](CCCN)(O[C@H](CCCC)COc1ccccc1)[C@@H](N)B(O)OC.CCO.CCO.CCO.CCO.CCO.CCO
HOMO = -0.310 Eh
total charge = 0


Below is a cluster of 6 separate species, C39H88BNO in total, with properties calculated with ωB97M-V with the def2-TZVPD basis set.

CARTESIAN COORDINATES (ANGSTROEM)
1 C 4.78 0.45 9.06
2 C 4.55 1.45 8.44
3 B 4.08 2.85 7.99
4 C 2.78 2.95 7.10
5 C 2.23 4.36 7.00
6 O 1.02 4.35 6.27
7 C 0.18 5.46 6.52
8 C 0.80 6.80 6.13
9 N 4.83 4.04 8.40
10 C 6.29 3.93 8.32
11 C 6.79 4.57 7.03
12 C 6.19 3.91 5.79
13 H 4.99 -0.45 9.61
14 H 3.01 2.60 6.09
15 H 2.02 2.28 7.51
16 H 2.07 4.79 8.01
17 H 2.97 5.01 6.51
18 H -0.13 5.46 7.57
19 H -0.70 5.30 5.89
20 H 0.09 7.60 6.36
21 H 1.72 7.01 6.66
22 H 0.98 6.82 5.05
23 H 4.54 4.33 9.33
24 H 6.64 2.89 8.39
25 H 6.75 4.46 9.17
26 H 6.50 5.62 7.04
27 H 7.88 4.52 7.01
28 H 5.21 4.32 5.56
29 H 6.84 4.05 4.92
30 H 6.07 2.82 5.90
31 C 3.29 3.52 3.25
32 C 4.07 4.61 2.53
33 C 3.31 5.21 1.34
34 C 2.98 4.21 0.23
35 C 4.19 3.49 -0.37
36 C 5.19 4.43 -1.03
37 H 3.08 2.67 2.60
38 H 3.86 3.14 4.10
39 H 2.34 3.90 3.63
40 H 5.03 4.22 2.20
41 H 4.29 5.42 3.23
42 H 3.89 6.04 0.93
43 H 2.37 5.65 1.70
44 H 2.45 4.75 -0.57
45 H 2.27 3.47 0.60
46 H 3.83 2.78 -1.12
47 H 4.69 2.90 0.40
48 H 4.72 5.00 -1.84
49 H 6.02 3.87 -1.46
50 H 5.61 5.14 -0.32
51 C 5.75 -0.44 -1.43
52 C 6.57 0.62 -2.15
53 C 5.85 1.23 -3.36
54 C 5.51 0.24 -4.47
55 C 6.70 -0.51 -5.06
56 C 7.72 0.41 -5.72
57 H 5.52 -1.29 -2.08
58 H 6.29 -0.83 -0.56
59 H 4.80 -0.02 -1.08
60 H 7.53 0.20 -2.46
61 H 6.80 1.43 -1.45
62 H 6.45 2.04 -3.77
63 H 4.92 1.69 -3.01
64 H 5.00 0.78 -5.27
65 H 4.78 -0.49 -4.10
66 H 6.33 -1.22 -5.80
67 H 7.19 -1.11 -4.29
68 H 7.27 0.98 -6.53
69 H 8.55 -0.17 -6.15
70 H 8.16 1.11 -5.01
71 C 1.97 -0.15 -3.71
72 C 1.93 -1.24 -4.78
73 C 1.04 -0.89 -5.98
74 C -0.43 -0.67 -5.63
75 C -1.11 -1.85 -4.95
76 C -1.14 -3.12 -5.80
77 H 0.98 0.03 -3.29
78 H 2.63 -0.43 -2.89
79 H 2.34 0.79 -4.13
80 H 1.60 -2.18 -4.33
81 H 2.94 -1.42 -5.15
82 H 1.13 -1.67 -6.73
83 H 1.42 0.02 -6.45
84 H -0.97 -0.44 -6.56
85 H -0.54 0.21 -5.00
86 H -2.14 -1.57 -4.71
87 H -0.63 -2.06 -3.99
88 H -1.66 -2.95 -6.74
89 H -1.65 -3.93 -5.27
90 H -0.13 -3.47 -6.03
91 C -6.82 -4.16 -1.63
92 C -6.51 -2.75 -1.14
93 C -5.86 -1.87 -2.20
94 C -4.50 -2.37 -2.70
95 C -3.44 -2.56 -1.62
96 C -3.08 -1.26 -0.90
97 H -5.92 -4.70 -1.92
98 H -7.31 -4.75 -0.85
99 H -7.49 -4.14 -2.49
100 H -5.88 -2.80 -0.25
101 H -7.44 -2.28 -0.82
102 H -5.75 -0.86 -1.81
103 H -6.53 -1.79 -3.06
104 H -4.13 -1.66 -3.45
105 H -4.64 -3.32 -3.24
106 H -2.54 -2.96 -2.09
107 H -3.76 -3.30 -0.89
108 H -2.71 -0.51 -1.61
109 H -2.30 -1.43 -0.15
110 H -3.94 -0.83 -0.39
111 C -10.73 -9.20 -1.26
112 C -11.22 -8.12 -0.31
113 C -12.29 -7.21 -0.92
114 C -11.84 -6.42 -2.15
115 C -10.62 -5.53 -1.93
116 C -10.84 -4.44 -0.88
117 H -10.27 -8.78 -2.15
118 H -9.99 -9.84 -0.77
119 H -11.56 -9.84 -1.58
120 H -10.37 -7.52 0.03
121 H -11.64 -8.59 0.59
122 H -12.65 -6.52 -0.15
123 H -13.15 -7.82 -1.20
124 H -12.67 -5.80 -2.49
125 H -11.62 -7.11 -2.97
126 H -10.36 -5.06 -2.88
127 H -9.75 -6.13 -1.64
128 H -11.67 -3.79 -1.17
129 H -9.95 -3.82 -0.77
130 H -11.06 -4.86 0.10

Properties
SMILES = C#CB(CCOCC)NCCC.CCCCCC.CCCCCC.CCCCCC.CCCCCC.CCCCCC
HOMO = -0.334 Eh
total charge = 0